13
Properties=species:S:1:pos:R:3:forces:R:3:mulliken_charge:R:1 method="wB97M-V/def2-TZVPD" molar_mass_da=112.10 e_homo_ev=-9.907 gap_ev=9.6 total_energy_ha=-406.51222
C 1.259557 0.183721 -0.176116 -0.5 1.7 -1.2 0.4071
C 2.416718 -0.465007 -0.338402 1.1 -1.4 0.0 -0.4967
C 0.003028 -0.602261 -0.495284 -0.5 -2.2 2.1 0.4209
C -1.344980 0.183842 -0.590478 -0.2 -1.9 -6.0 -0.3403
C -1.844785 0.769820 0.551894 0.5 0.3 1.0 -0.4084
C -1.998218 0.962042 1.707179 0.4 -1.2 7.2 0.0040
H 3.552115 -0.265446 0.048405 -3.3 -0.2 -1.4 0.2838
H 2.068398 -1.497064 -0.903658 1.7 2.3 2.1 0.2076
H -1.086925 0.988453 -1.449431 -1.1 -1.8 1.6 0.2190
H -2.211174 -0.643073 -0.909362 2.5 2.2 0.1 0.2339
H -1.848136 0.652301 2.980861 -1.0 1.7 -4.8 0.2782
O 0.075660 -1.846400 -0.447452 -0.8 3.2 -0.9 -0.5577
F 0.958741 1.579072 0.021843 1.2 -2.8 0.2 -0.2513